(1)
83
Properties=species:S:1:pos:R:3:mulliken_charge:R:1 method="wB97M-V/def2-TZVPD" homo_lumo_gap_ev=9.5 smiles="O=C(F)NC(=O)[C@@H]1C(=O)N[C@H](CCCS(=O)(=O)O)[C@H]1S(=O)(=O)F.CNC(C)=O.CNC(C)=O.CNC(C)=O.CNC(C)=O" total_charge=0 total_energy_ev=-83037.9436 lumo_energy_ev=0.20 e_homo_ev=-9.29
O 2.41370 6.08558 0.85040 -0.39
C 2.28562 4.93337 0.40633 0.52
F 3.20673 3.92667 0.79265 -0.23
N 1.16103 4.63598 -0.54205 -0.09
C 0.31363 3.52001 0.01046 -0.51
O 0.61022 2.34492 -0.35236 -0.57
C -0.90707 3.84549 0.99149 0.26
C -0.31576 4.40903 2.39331 -0.10
O -0.09518 5.58452 2.75274 -0.57
N -0.04777 3.20896 3.21938 -0.46
C -0.96646 2.03051 2.92444 0.38
C 0.05258 0.79451 2.79375 -1.04
C -0.64390 -0.61326 2.45088 -0.61
C -0.79619 -0.93346 0.88664 -0.72
S 0.79512 -1.23576 -0.01182 1.21
O 0.66749 -0.52767 -1.35535 -0.69
O 2.02411 -0.72467 0.68544 -0.63
O 1.05471 -2.85888 -0.38029 -0.39
C -1.72027 2.57544 1.61080 0.51
S -3.49097 3.08623 1.88246 1.19
O -3.59124 4.59562 1.93101 -0.55
O -4.32789 2.56246 0.74865 -0.64
F -3.97348 2.53245 3.38968 -0.24
H 1.65633 4.19141 -1.34865 0.48
H -1.52038 4.64774 0.41178 0.76
H 0.95229 3.04154 3.00731 0.41
H -1.53745 1.95097 3.91053 -0.02
H 0.53359 0.66776 3.83947 0.26
H 0.89852 1.09868 2.08925 0.60
H -0.15438 -1.47333 3.04906 0.38
H -1.72056 -0.54810 2.87062 0.28
H -1.39876 -1.92181 0.81655 0.51
H -1.39213 -0.16338 0.29436 0.22
H 1.54899 -2.82107 -1.24602 0.35
H -1.80219 1.90285 0.68639 0.22
C 1.98262 -7.39515 -3.56671 -0.87
N 2.37059 -6.08507 -3.09427 -0.06
C 2.81002 -5.73078 -1.85757 0.85
C 2.92327 -6.80881 -0.81278 -1.36
O 3.09997 -4.56337 -1.62150 -0.71
H 2.62288 -7.65577 -4.41240 0.20
H 0.94650 -7.34128 -3.90627 0.28
H 2.07312 -8.15664 -2.79425 0.39
H 2.32056 -5.30857 -3.74148 0.21
H 3.28587 -6.37262 0.11860 0.31
H 1.94429 -7.25569 -0.62708 0.36
H 3.63376 -7.57239 -1.13659 0.38
C 4.06029 -6.71493 -8.20829 -0.90
N 3.22656 -6.26698 -7.11328 -0.12
C 1.90617 -5.93817 -7.13766 0.85
C 1.17818 -6.03818 -8.45122 -1.41
O 1.34731 -5.57435 -6.11010 -0.61
H 4.46101 -7.69866 -7.95389 0.29
H 4.88782 -6.01090 -8.31933 0.30
H 3.51110 -6.77897 -9.14536 0.35
H 3.64607 -6.17482 -6.19818 0.22
H 0.13756 -5.74438 -8.31078 0.30
H 1.63113 -5.36648 -9.18349 0.38
H 1.20066 -7.06748 -8.81550 0.36
C -1.85397 9.34808 -1.49756 -0.92
N -2.13662 8.02432 -0.98708 -0.22
C -1.41771 7.29520 -0.09460 0.73
C -0.16076 7.90297 0.45947 -1.11
O -1.80842 6.17512 0.23191 -0.63
H -2.69558 9.99824 -1.24856 0.30
H -1.76222 9.28404 -2.58406 0.29
H -0.93920 9.76403 -1.08064 0.36
H -2.96789 7.55118 -1.31493 0.25
H 0.30043 7.20651 1.15544 0.04
H 0.54621 8.10405 -0.34813 0.35
H -0.39562 8.82441 0.99721 0.48
C -3.38324 -2.02960 7.50986 -0.92
N -2.71292 -1.51605 6.33438 -0.19
C -2.48113 -0.22056 5.99504 0.73
C -2.96611 0.85249 6.93236 -1.46
O -1.89234 0.04305 4.95107 -0.43
H -2.68557 -2.67538 8.04746 0.30
H -4.23981 -2.62352 7.18392 0.29
H -3.72381 -1.23511 8.17057 0.35
H -2.35871 -2.17760 5.65718 0.23
H -2.70795 1.83120 6.52632 0.28
H -4.05171 0.79717 7.03656 0.39
H -2.48528 0.74492 7.90691 0.40

***

(2)
22
Properties=species:S:1:pos:R:3:mulliken_charge:R:1 method="wB97M-V/def2-TZVPD" homo_lumo_gap_ev=5.3 total_charge=0 total_energy_ev=-13500.3917 lumo_energy_ev=-0.46 e_homo_ev=-5.72
C 0.88269 1.25028 -1.49263 -0.35
C 2.22669 1.16248 -1.75765 -0.24
C 2.99994 0.09842 -1.21595 -0.43
C 2.29072 -0.84598 -0.48924 -0.71
C 0.97569 -0.51605 -0.17385 0.04
C -2.25513 -0.75550 -0.12671 -0.04
C -2.47637 -1.30786 1.18192 -0.80
C -1.83647 -0.67711 2.26675 -0.05
C -0.90426 0.24458 2.00035 -1.24
C -0.72379 0.60552 0.68439 -0.15
H 0.38565 2.10072 -1.84754 0.39
H 2.44385 2.15808 -2.26925 0.23
H 4.03378 0.27423 -1.31664 0.39
H 2.87278 -1.41523 0.22836 0.28
H 0.45839 -1.25209 0.38449 0.26
H -3.04514 -0.97678 -0.98212 0.29
H -3.06857 -2.22023 1.04308 0.33
H -2.09209 -0.88164 3.26658 0.46
H -0.31729 0.71464 2.71501 0.45
H -0.10464 1.45048 0.52447 0.69
N 0.13325 0.44881 -0.56454 0.79
N -1.36825 0.19336 -0.43699 -0.59

***

(3)
8
Properties=species:S:1:pos:R:3:mulliken_charge:R:1 method="wB97M-V/def2-TZVPD" homo_lumo_gap_ev="7.9 / 7.9" total_charge=0 total_energy_ev=-6693.4114 lumo_energy_ev="-1.22 / -1.22" e_homo_ev="-9.16 / -9.16"
O 0.96898 -1.37595 0.16598 -0.52
C 1.15449 -0.12993 0.07161 0.17
C 0.06118 0.72770 -0.05750 -0.84
C -1.08997 -0.08511 -0.05035 0.36
N -1.16808 -1.33370 0.04987 -0.24
H 2.17439 0.29512 0.08969 0.35
H 0.07841 1.80230 -0.14627 0.35
H -2.17939 0.09956 -0.12303 0.38

***

(4)
10
Properties=species:S:1:pos:R:3:mulliken_charge:R:1 method="wB97M-V/def2-TZVPD" homo_lumo_gap_ev=8.1 smiles="N#CC1=CN=CC1=O" total_charge=0 total_energy_ev=-10242.3815 lumo_energy_ev=-2.39 e_homo_ev=-10.47
N 3.22601 -0.00364 -0.10094 -0.43
C 2.06044 -0.10873 -0.00156 0.20
C 0.64242 -0.19177 0.13387 0.20
C -0.17453 -1.28846 0.03761 -0.27
N -1.56348 -0.83470 -0.10328 -0.48
C -1.61423 0.45575 -0.07575 -0.15
C -0.22040 1.04100 0.07919 0.72
O 0.17684 2.21667 -0.02702 -0.50
H 0.02335 -2.41353 0.03880 0.38
H -2.55643 1.12740 0.01907 0.32

***

(5)
11
Properties=species:S:1:pos:R:3:mulliken_charge:R:1 method="wB97M-V/def2-TZVPD" homo_lumo_gap_ev=10.9 smiles="F/N=C/[C@H]1CN1" total_charge=0 total_energy_ev=-8885.4650 lumo_energy_ev=0.91 e_homo_ev=-10.00
F 0.52842 -2.23822 -1.76995 -0.20
N 0.24208 -1.45351 -0.63417 -0.32
C 1.00882 -0.47668 -0.37656 -0.22
C 0.37103 0.40989 0.66197 0.16
C -0.79857 1.02401 0.13164 -0.54
N -0.87164 0.08222 1.25451 -0.67
H 1.94071 -0.34955 -0.75544 0.52
H 0.97269 1.13166 1.20448 0.39
H -0.96427 1.99329 0.44358 0.27
H -1.31638 0.70333 -0.83037 0.22
H -1.11288 -0.82645 0.67032 0.40

***

(6)
27
Properties=species:S:1:pos:R:3:mulliken_charge:R:1 method="wB97M-V/def2-TZVPD" homo_lumo_gap_ev="4.9 / 5.6" multiplicity=6 s_squared=8.820 total_charge=+3 total_energy_ev=-54467.0027 lumo_energy_ev="-13.80 / -13.17" e_homo_ev="-18.69 / -18.75"
O -0.01686 -0.12370 -5.25822 -0.07
C -0.00936 -0.07187 -4.11764 0.07
Sm 0.05347 0.43625 0.85608 1.38
O 1.84159 -2.54974 -0.38129 0.03
C 1.29690 -1.60755 -0.01804 0.12
C -1.62447 2.02128 -0.19598 0.15
O -2.39841 2.76115 -0.60388 0.06
C -1.64465 -1.23371 -0.02031 0.15
O -2.41527 -2.03094 -0.38653 0.00
C 2.06175 1.58170 -0.18742 0.15
O 2.99178 2.12068 -0.59368 0.05
N -0.34510 -2.73801 3.04982 -0.27
C -0.19643 -1.55803 3.70957 0.68
N -0.05505 -0.43210 2.97446 -0.24
C 0.07215 0.73505 3.75874 1.38
C 0.22445 2.04602 3.24614 -0.66
C 0.33281 3.09191 4.18386 -0.82
C 0.28994 2.82668 5.55144 -0.76
C 0.13556 1.51031 6.02992 -0.29
C 0.02426 0.45435 5.12669 0.11
S -0.18678 -1.30571 5.42758 -0.04
H -0.44047 -3.64933 3.48378 0.26
H -0.26413 -2.66908 2.03455 0.00
H 0.26713 2.33137 2.15814 0.18
H 0.44939 4.09421 3.78784 0.46
H 0.38005 3.67379 6.23522 0.44
H 0.10377 1.32033 7.09348 0.47

***

(7)
20
Properties=species:S:1:pos:R:3:mulliken_charge:R:1 method="wB97M-V/def2-TZVPD" homo_lumo_gap_ev=9.8 total_charge=0 total_energy_ev=-10405.9826 lumo_energy_ev=0.75 e_homo_ev=-9.02
H 1.21865 0.39461 4.07761 0.23
N 1.89970 0.49510 3.33871 -0.64
C 1.65751 0.23784 2.13711 0.08
N 0.48566 -0.34502 1.63135 -0.39
C 0.47106 -0.98022 0.32790 -0.72
C 0.75045 -0.00907 -0.89335 -0.46
C -0.31554 -0.08820 -1.97477 -0.77
C -1.71820 0.10482 -1.42368 -0.37
O -2.51815 0.49320 -2.55838 -0.53
H 2.39795 0.52575 1.40104 0.35
H -0.34851 0.17342 1.85963 0.25
H 1.30476 -1.68139 0.28700 0.35
H -0.44687 -1.54929 0.29735 0.39
H 1.75887 -0.29784 -1.16323 0.38
H 0.69822 1.00264 -0.48086 0.31
H -0.13177 0.57723 -2.83060 0.40
H -0.33532 -1.06631 -2.47220 0.27
H -2.08571 -0.87818 -1.13423 0.26
H -1.85852 0.86898 -0.66301 0.31
H -3.43426 0.56006 -2.27108 0.30

***

(8)
30
Properties=species:S:1:pos:R:3:mulliken_charge:R:1 method="wB97M-V/def2-TZVPD" homo_lumo_gap_ev=10.9 total_charge=+1 total_energy_ev=-18679.5805 lumo_energy_ev=-2.68 e_homo_ev=-13.59
O 0.41845 -0.18652 2.25450 -0.73
C -0.42057 -0.46489 1.41705 0.65
N -1.65648 0.00991 1.39928 -0.37
C -0.07305 -1.47311 0.33250 -0.69
N 1.40178 -1.57024 0.20315 0.00
C 1.77533 -2.40962 -0.95445 -0.82
H -1.92034 0.70982 2.06332 0.22
H -2.30258 -0.09627 0.62239 0.45
H -0.47578 -2.44261 0.60681 0.38
H -0.49245 -1.22962 -0.63888 0.23
H 1.81098 -1.95952 1.03339 0.35
H 1.80489 -0.62731 0.06465 0.39
H 1.36443 -3.39816 -0.87634 0.39
H 2.85875 -2.48604 -1.03528 0.36
H 1.38240 -1.98138 -1.86899 0.28
H -2.26422 3.26977 -0.41288 0.30
H -0.94990 2.43823 -0.40545 0.44
O -1.89275 2.43831 -0.08655 -0.68
H -2.39360 0.90278 -0.58060 0.38
H -3.36068 -0.15790 -1.20580 0.32
O -2.47057 -0.05910 -0.82833 -0.80
H -0.20834 -0.26490 -3.13293 0.30
H -1.01862 -0.29000 -1.79672 0.45
O -0.10132 -0.34192 -2.17827 -0.69
H 0.43296 1.28262 -1.60316 0.43
H 1.27074 1.88345 -0.40130 0.41
O 0.59841 2.11934 -1.11116 -0.84
H 2.06218 1.02086 1.63114 0.34
H 3.29362 1.49778 0.77299 0.27
O 2.47418 1.00275 0.72612 -0.70